Model P:
The following is a quantum chemistry calculation of 13 unconnected molecules or ions with the total composition H26O13, from the Open Molecules 2025 dataset.

Element x y z (Å)
O 4.208 -1.220 -1.413
O -0.397 3.135 -1.334
O 0.367 -3.339 0.236
O -3.174 2.270 -0.397
O 0.001 1.905 1.406
O 2.724 -1.278 2.021
O -1.072 -0.074 1.685
O -0.472 0.074 -0.751
O 2.286 1.069 -1.909
O 0.813 -1.870 -1.444
O -6.141 -1.355 0.011
O -2.982 -1.365 0.114
O 3.648 1.820 1.884
H 4.182 -2.138 -1.119
H 0.416 3.423 -1.764
H -5.390 -1.283 -0.589
H -5.844 -0.911 0.813
H 1.801 -1.022 2.130
H -0.029 2.693 0.851
H -0.053 -0.762 -0.516
H 0.579 -4.128 0.749
H 1.760 -2.049 -1.438
H 3.085 2.378 2.433
H 1.439 1.138 -2.363
H 0.712 -1.161 -2.088
H -1.416 -0.115 -0.699
H 3.226 1.839 1.018
H -2.286 -1.522 -0.535
H 2.500 0.130 -1.955
H -1.237 0.772 1.253
H -1.137 0.126 2.625
H 0.790 -2.623 0.722
H -3.405 -0.553 -0.188
H 0.479 2.191 2.192
H 4.288 -1.283 -2.372
H -2.887 1.585 0.218
H 2.762 -2.174 2.373
H -3.292 3.049 0.157
H -0.855 2.629 -2.014

Results
LUMO energy, eV: -0.01
HOMO level, eV: -10.2

=====

Model Q:
The following is a quantum chemistry calculation of 13 unconnected molecules or ions with the total composition H26O13, from the Open Molecules 2025 dataset.

Element x y z (Å)
O -4.217 0.738 -3.491
O 1.814 -1.224 -0.114
O 1.386 4.144 2.744
O -0.036 1.335 -0.523
O 1.041 1.062 3.249
O 0.858 -2.448 -3.806
O -3.253 3.541 -1.422
O 2.361 0.975 -1.142
O -3.069 -2.420 1.847
O 2.428 -1.172 1.563
O -3.311 0.966 3.052
O 0.089 -3.315 -1.645
O 3.694 -1.971 -0.440
H -2.587 -1.707 1.412
H -2.960 0.195 3.510
H 0.335 0.609 3.724
H 0.957 3.351 3.085
H 1.850 3.840 1.956
H 1.573 0.942 -1.697
H 1.024 -3.541 -1.599
H -0.940 1.324 -0.189
H -4.568 0.891 -4.376
H -2.866 3.794 -0.576
H 3.224 -1.267 2.098
H -3.333 1.121 -3.520
H -2.504 3.216 -1.935
H 1.468 -0.474 0.382
H 1.707 -1.284 2.193
H 0.063 -2.377 -1.424
H 2.489 0.061 -0.863
H -3.128 0.791 2.122
H 3.998 -1.069 -0.294
H 0.185 0.404 -0.635
H 0.817 0.937 2.320
H 1.725 -2.806 -3.585
H 0.995 -2.006 -4.652
H 3.559 -2.320 0.449
H -2.820 -2.340 2.774
H 1.459 -1.993 0.345

Results
LUMO energy, eV: -1.13
HOMO level, eV: -9.9

=====

Model R:
The following is a quantum chemistry calculation of 13 unconnected molecules or ions with the total composition H26O13, from the Open Molecules 2025 dataset.

Element x y z (Å)
O 2.405 0.293 -1.400
O 0.270 0.969 -2.910
O -1.017 3.086 0.559
O -1.906 1.502 2.664
O -2.756 -1.878 0.791
O 1.839 -2.700 1.126
O -0.374 -2.421 -0.602
O 0.399 -0.086 0.232
O -1.777 3.031 -2.105
O 1.738 -2.533 -2.432
O 3.430 -0.343 1.641
O -0.273 -0.432 2.868
O -2.557 0.406 -0.375
H 0.244 -2.522 -1.290
H 1.124 -2.834 0.546
H -1.166 -2.884 -0.838
H -3.307 -1.278 1.322
H 2.173 -1.784 1.241
H 0.110 -0.199 1.983
H -0.646 -1.353 2.812
H -2.640 -0.431 0.013
H 1.891 -1.577 -2.476
H -1.422 0.684 2.800
H 2.604 -2.817 -2.315
H -0.268 0.526 -0.103
H 3.019 0.504 1.469
H 3.042 0.962 -1.198
H -0.083 1.771 -2.552
H -0.974 3.772 1.225
H -1.574 2.953 -1.171
H 1.646 0.308 -0.779
H -1.636 1.783 1.757
H -1.678 3.919 -2.417
H 0.115 -0.935 -0.152
H 1.076 0.850 -2.408
H 4.098 -0.312 0.940
H -0.120 3.081 0.238
H -1.922 -2.103 1.204
H -3.128 1.022 0.094

Results
LUMO energy, eV: -0.46
HOMO level, eV: -10.5

=====

Which of them is the most stable? Correct choice: model R.

=====

Model P:
The following is a quantum chemistry calculation of C4H8O in the gas phase, from the Open Molecules 2025 dataset.

Element x y z (Å)
O 2.404 -0.166 -0.273
C -1.299 0.745 -0.228
C -1.235 -0.710 0.136
C 1.243 0.263 0.419
C -0.013 -0.013 -0.398
H 1.383 1.338 0.570
H 2.385 -1.130 -0.312
H -1.838 1.037 -1.126
H 0.264 -0.237 -1.426
H -1.745 -1.433 -0.497
H -1.380 1.461 0.587
H -1.270 -0.948 1.197
H 1.190 -0.208 1.414

Results
SMILES string: OCC1CC1
LUMO energy, eV: 1.09
HOMO level, eV: -10.1

=====

Model Q:
The following is a quantum chemistry calculation of C4H8O in the gas phase, from the Open Molecules 2025 dataset.

Element x y z (Å)
O -1.595 1.391 0.387
C 0.260 0.332 -1.055
C -0.427 0.632 0.262
C 0.833 -0.913 -0.330
C -0.317 -0.813 0.704
H 0.889 -1.834 -0.907
H -0.110 -0.963 1.766
H -0.965 1.869 0.981
H 0.937 1.106 -1.427
H 0.331 1.237 0.926
H 1.807 -0.704 0.121
H -0.452 0.063 -1.841
H -1.191 -1.404 0.414

Results
SMILES string: OC1CCC1
LUMO energy, eV: 0.87
HOMO level, eV: -10.1

=====

Model R:
The following is a quantum chemistry calculation of 2 unconnected molecules or ions with the total composition C4H8O, from the Open Molecules 2025 dataset.

Element x y z (Å)
O -2.503 -0.040 1.982
C -1.719 0.658 1.399
C -0.471 1.255 1.991
C 1.475 -0.625 -2.325
C 0.976 -1.700 -1.709
H 0.259 1.407 1.197
H 0.791 0.007 -2.868
H 2.539 -0.430 -2.213
H -0.741 2.202 2.454
H 1.547 -2.549 -1.383
H -0.107 -1.710 -1.654
H -1.922 0.926 0.342
H -0.125 0.597 2.786

Results
SMILES string: CC=O.C=C
LUMO energy, eV: 0.98
HOMO level, eV: -9.9

=====

Which of them is the most stable? Correct choice: model P.

=====

Model P:
The following is a quantum chemistry calculation of 2 unconnected molecules or ions with the total composition CH3NO, from the Open Molecules 2025 dataset.

Element x y z (Å)
O -1.240 1.778 -1.069
N 1.106 -2.561 2.017
C 1.645 -1.980 1.131
H -1.775 2.190 -0.353
H -1.634 2.122 -1.903
H 1.898 -1.549 0.177

Results
SMILES string: C#N.O
LUMO energy, eV: 0.84
HOMO level, eV: -11.7

=====

Model Q:
The following is a quantum chemistry calculation of 3 unconnected molecules or ions with the total composition CH3NO, from the Open Molecules 2025 dataset.

Element x y z (Å)
O -0.588 1.470 0.687
N 0.411 -0.047 -0.683
C -0.647 0.395 0.172
H 1.570 -0.158 0.264
H -1.538 -0.178 -0.070
H 0.791 -1.482 -0.370

Results
LUMO energy, eV: -0.58
HOMO level, eV: -10.5

=====

Model R:
The following is a quantum chemistry calculation of CH3NO in the gas phase, from the Open Molecules 2025 dataset.

Element x y z (Å)
O 1.474 -0.235 -0.043
N 0.254 -0.856 -0.017
C -0.719 -0.123 0.007
H -1.770 -0.500 0.019
H 1.324 0.687 0.263
H -0.563 1.027 -0.228

Results
SMILES string: C=NO
LUMO energy, eV: 1.02
HOMO level, eV: -10.4

=====

Which of them is the most stable? Correct choice: model P.

=====

Model P:
The following is a quantum chemistry calculation of 2 unconnected molecules or ions with the total composition CH2F3N, from the Open Molecules 2025 dataset.

Element x y z (Å)
F -0.902 -1.565 0.464
F 2.384 0.158 0.587
F -0.086 0.935 0.568
N -1.265 -0.732 -0.502
C -0.829 0.416 -0.422
H -0.862 1.105 -1.328
H 1.560 -0.317 0.634

Results
SMILES string: F/C=N\F.F
LUMO energy, eV: 0.62
HOMO level, eV: -12.1

=====

Model Q:
The following is a quantum chemistry calculation of 2 unconnected molecules or ions with the total composition CH2F3N, from the Open Molecules 2025 dataset.

Element x y z (Å)
F -2.280 -0.680 -0.649
F 0.967 -1.233 -0.213
F 1.586 1.198 -0.710
N 0.623 -0.316 0.735
C 0.859 0.840 0.346
H -2.160 -1.537 -0.295
H 0.405 1.729 0.787

Results
SMILES string: F/C=N\F.F
LUMO energy, eV: 0.79
HOMO level, eV: -11.6

=====

Model R:
The following is a quantum chemistry calculation of a molecular structure, CH2F3N, from the Open Molecules 2025 dataset.

Element x y z (Å)
F -1.416 -0.692 -0.737
F 0.449 -0.924 1.050
F -1.370 1.148 0.628
N -0.592 0.238 -0.556
C 0.586 -0.071 0.021
H 1.155 0.716 0.469
H 1.188 -0.414 -0.874

Results
LUMO energy, eV: -0.26
HOMO level, eV: -11.5

=====

Which of them is the most stable? Correct choice: model Q.

=====

Model P:
The following is a quantum chemistry calculation of a molecular structure, C16H22N4O4, from the Open Molecules 2025 dataset.

Element x y z (Å)
O 0.337 -0.737 -3.599
O -1.786 3.155 -6.038
O -3.918 2.775 -5.856
O -0.378 -3.690 -1.643
N -1.936 -2.221 -2.472
N 1.000 -0.635 1.307
N 1.463 0.497 3.981
N -2.797 2.375 -5.687
C -2.505 1.099 -4.915
C -3.405 -0.605 -3.670
C -1.071 -0.210 -3.788
C 1.076 -1.292 0.170
C 2.241 2.066 5.518
C -0.643 -2.633 -2.034
C -1.844 -1.126 -3.425
C 1.325 1.091 2.795
C 0.492 -0.513 -1.062
C -3.633 0.716 -4.343
C -1.294 0.891 -4.450
C 1.349 1.280 5.104
C 1.206 -1.494 2.415
C 0.599 -1.420 -2.393
C 0.550 -0.664 3.887
C 1.688 0.624 1.443
H -0.271 1.483 -4.988
H 2.170 -1.284 -0.108
H 0.681 -2.441 0.238
H 1.987 -1.915 2.753
H 1.466 -1.960 -2.536
H 2.275 2.881 4.729
H 0.279 -2.317 2.323
H 2.217 2.433 6.504
H 3.247 1.618 5.279
H -0.414 -0.373 3.733
H -2.810 -2.833 -2.279
H 1.320 0.245 5.993
H -0.542 -0.286 -0.798
H 0.198 1.671 5.029
H 2.069 2.091 2.916
H -4.061 -1.156 -3.303
H 2.892 0.352 1.488
H 0.321 1.811 2.632
H -4.650 0.654 -4.634
H 0.835 -1.395 4.684
H 1.171 0.239 -1.517
H 1.505 1.153 0.615

Results
LUMO energy, eV: -0.91
HOMO level, eV: -8.4

=====

Model Q:
The following is a quantum chemistry calculation of 2 unconnected molecules or ions with the total composition C16H22N4O4, from the Open Molecules 2025 dataset.

Element x y z (Å)
O -3.194 -3.795 -2.502
O 1.057 -0.886 5.982
O -1.362 -2.999 1.559
O -3.874 0.337 -0.707
N 0.422 2.078 0.481
N -2.013 -3.210 -0.626
N -3.790 -1.844 -1.407
N -0.419 1.119 -0.106
C 1.733 2.234 -0.126
C -1.854 -0.144 3.948
C -1.932 -2.499 0.588
C 2.439 -1.278 5.827
C -2.241 -0.166 1.474
C -3.019 -3.002 -1.580
C -1.329 -4.476 -0.745
C 0.017 -0.534 2.461
C -1.036 -0.330 5.044
C -2.518 -1.152 0.557
C -3.430 -0.806 -0.536
C 0.334 -0.640 4.855
C -4.817 -1.578 -2.389
C -1.358 -0.297 2.635
C -0.630 1.369 -1.535
C 0.866 -0.704 3.545
H -1.316 1.151 0.392
H -4.864 -2.442 -3.044
H 1.924 -0.915 3.379
H 3.029 -0.464 5.382
H -2.941 0.681 1.489
H 2.528 -2.186 5.212
H -1.687 1.619 -1.706
H 2.398 1.380 0.064
H -2.043 -5.299 -0.633
H -0.390 0.451 -2.086
H -1.420 -0.265 6.060
H -0.886 -4.532 -1.741
H 0.467 1.894 1.479
H -5.769 -1.437 -1.872
H 2.774 -1.476 6.846
H 1.650 2.396 -1.201
H -2.916 0.078 4.080
H 0.400 -0.607 1.442
H 2.174 3.126 0.329
H -4.576 -0.673 -2.951
H -0.567 -4.532 0.027
H 0.007 2.189 -1.880

Results
SMILES string: COc1ccc(C=C2C(=O)N(C)C(=O)N(C)C2=O)cc1.CNNC
LUMO energy, eV: -0.86
HOMO level, eV: -7.3

=====

Which of them is the most stable? Correct choice: model Q.

=====

Model P:
The following is a quantum chemistry calculation of C5H8N2O2 in the gas phase, from the Open Molecules 2025 dataset.

Element x y z (Å)
O 0.743 -0.402 1.708
O 1.079 -0.388 -0.550
N -0.862 -0.897 -1.766
N -1.521 2.068 -0.948
C 0.551 1.585 0.404
C -0.422 1.295 -0.575
C -0.157 -0.007 -0.982
C 1.252 0.393 0.592
C 1.069 -1.771 1.777
H -2.263 1.539 -1.385
H -0.324 -1.723 -1.989
H 1.942 -1.920 2.420
H 0.217 -2.290 2.224
H 0.552 2.414 1.083
H -1.387 -0.493 -2.531
H 1.271 -2.185 0.788
H -1.741 2.782 -0.269

Results
SMILES string: COc1cc(N)c(N)o1
LUMO energy (spin up / spin down), eV: 0.62 / 0.47
HOMO level (spin up / spin down), eV: -6.6 / -7.0

=====

Model Q:
The following is a quantum chemistry calculation of C5H8N2O2 in the gas phase, from the Open Molecules 2025 dataset.

Element x y z (Å)
O 1.594 0.041 -0.898
O 0.841 -1.221 0.836
N 1.557 1.375 -0.323
N -0.107 -1.960 0.086
C 0.447 1.649 0.256
C -1.484 0.136 -0.524
C 1.969 -1.011 0.019
C -1.091 -1.232 -0.393
C -0.896 0.959 0.528
H -1.539 1.768 0.893
H -1.407 0.378 -1.673
H -1.839 -1.777 -0.916
H -2.615 0.298 -0.282
H 0.460 2.759 0.624
H 2.692 -0.642 0.812
H 2.285 -1.843 -0.533
H -0.867 0.324 1.490

Results
SMILES string: C1=N\OCO/N=C\CC/1
LUMO energy, eV: 0.68
HOMO level, eV: -9.5

=====

Which of them is the most stable? Correct choice: model P.

=====

Model P:
The following is a quantum chemistry calculation of C5H8N2O2 in the gas phase, from the Open Molecules 2025 dataset.

Element x y z (Å)
O -0.053 1.696 -1.224
O -2.058 0.226 -1.984
N 1.267 0.994 0.638
N 1.014 1.026 3.137
C 0.665 0.688 1.957
C -1.191 -0.854 -1.825
C 0.396 0.674 -0.455
C 0.039 -1.587 0.256
C -0.175 -0.601 -0.621
H -0.683 -1.026 -2.746
H -0.301 -2.578 0.143
H 0.865 -1.612 1.124
H 1.813 1.710 2.975
H -0.069 -0.061 1.535
H 1.494 1.981 0.479
H -1.356 1.063 -1.982
H -1.666 -1.740 -1.407

Results
SMILES string: [H]/N=C\NC(=O)C(=C)CO
LUMO energy, eV: -1.08
HOMO level, eV: -10.0

=====

Model Q:
The following is a quantum chemistry calculation of C5H8N2O2 in the gas phase, from the Open Molecules 2025 dataset.

Element x y z (Å)
O -2.829 1.098 0.256
O -2.428 -1.019 -0.301
N 2.681 -1.337 -0.250
N 0.068 -1.886 0.415
C -0.072 2.011 -0.001
C -0.327 0.549 0.020
C -2.013 0.220 0.063
C 0.322 -0.553 0.282
C 1.953 -0.299 -0.088
H 3.682 -1.109 -0.249
H -0.737 2.505 0.716
H -0.297 2.427 -0.988
H -0.808 -2.181 -0.011
H 2.387 0.709 -0.025
H -3.406 -0.984 -0.240
H 0.946 2.296 0.270
H 0.878 -2.447 0.134

Results
SMILES string: [H]/N=C/C(N)=C(\C)C(=O)O
LUMO energy, eV: 0.71
HOMO level, eV: -8.7

=====

Which of them is the most stable? Correct choice: model Q.

=====

Model P:
The following is a quantum chemistry calculation of 3 unconnected molecules or ions with the total composition C3H2N2O3, from the Open Molecules 2025 dataset.

Element x y z (Å)
O -3.668 -2.420 0.962
O -1.602 -2.459 -0.126
O -3.164 2.419 0.140
N -1.470 0.986 -0.848
N -2.355 1.809 -0.592
C 0.155 0.144 0.482
C -2.601 -2.541 0.464
C 0.954 0.300 -0.393
H -0.609 0.130 1.276
H 1.652 0.495 -1.120

Results
SMILES string: N#[N+][O-].O=C=O.C#C
LUMO energy, eV: -0.49
HOMO level, eV: -10.2

=====

Model Q:
The following is a quantum chemistry calculation of C3H2N2O3 in the gas phase, from the Open Molecules 2025 dataset.

Element x y z (Å)
O -2.175 2.534 -0.306
O 0.359 -0.441 2.996
O -1.473 1.389 3.435
N -0.222 0.092 2.084
N -1.219 1.060 2.304
C -1.448 1.629 -0.207
C -0.506 0.729 -0.268
C 0.060 -0.082 0.773
H 0.829 -0.720 0.378
H -0.006 0.616 -1.141

Results
SMILES string: O=C=C/C=[N+](/[O-])N=O
LUMO energy (spin up / spin down), eV: -1.69 / -1.61
HOMO level (spin up / spin down), eV: -8.7 / -8.4

=====

Which of them is the most stable? Correct choice: model P.